Molecular formula: C48H43CdN10O5S5
Method: DFT, ωB97M-V/def2-TZVPD

Structure (XYZ):
```
112
Properties=species:S:1:pos:R:3:mulliken_charge:R:1
Cd -1.330 0.312 0.915 3.03
C -3.245 -2.236 -0.195 -1.39
N -2.398 -1.375 -1.033 0.91
C -3.204 -0.490 -1.880 -1.67
C -4.057 0.456 -1.067 0.44
C -5.275 0.906 -1.549 -0.70
C -6.055 1.729 -0.747 -1.30
C -5.595 2.068 0.512 -0.19
C -4.355 1.589 0.906 -0.22
N -3.604 0.801 0.137 1.74
C -1.400 -2.121 -1.810 -2.17
C -0.004 -1.792 -1.315 1.51
C 1.194 -2.293 -2.182 -0.60
C 2.206 -3.091 -1.424 -1.03
C 2.064 -3.312 -0.123 -1.19
C 0.904 -2.778 0.619 -0.44
N -0.027 -2.093 0.097 0.26
C -2.773 -2.486 1.224 1.25
C -2.844 -3.753 1.772 -1.10
C -2.551 -3.925 3.120 -0.62
C -2.236 -2.825 3.890 -0.91
C -2.183 -1.586 3.267 -0.41
N -2.424 -1.429 1.966 0.26
H -3.419 -3.202 -0.683 0.32
H -4.221 -1.755 -0.101 0.44
H -3.860 -1.066 -2.551 0.19
H -2.531 0.094 -2.512 0.65
H -5.606 0.606 -2.536 0.56
H -7.008 2.095 -1.107 0.39
H -6.159 2.673 1.210 0.44
H -3.950 1.810 1.884 -1.07
H -1.496 -1.895 -2.878 0.54
H -1.555 -3.199 -1.694 0.33
H 0.880 -2.845 -3.075 0.63
H 3.066 -3.481 -1.959 0.41
H 2.791 -3.891 0.432 0.54
H 0.844 -2.984 1.685 0.86
H -3.120 -4.594 1.148 0.44
H -2.576 -4.914 3.560 0.39
H -1.997 -2.901 4.941 0.46
H -1.947 -0.687 3.824 0.26
N 7.201 -0.168 3.849 -0.61
C 5.852 -0.526 3.952 1.05
C 5.185 -0.441 5.173 -0.79
C 3.858 -0.826 5.277 -0.25
C 3.187 -1.312 4.169 -0.81
C 3.847 -1.410 2.950 0.03
C 5.167 -1.021 2.838 -0.94
S 1.475 -1.764 4.261 1.42
O 1.386 -3.127 3.778 -0.88
O 1.056 -1.520 5.623 -0.74
N 0.747 -0.851 3.190 0.28
C 0.655 0.476 3.359 -0.60
S 1.490 1.451 4.541 -0.18
C 0.856 2.888 3.823 -0.44
C 0.059 2.569 2.788 -1.23
N -0.060 1.223 2.527 0.97
H 7.504 0.500 4.539 0.22
H 7.486 0.107 2.922 0.23
H 5.709 -0.063 6.044 0.29
H 3.326 -0.744 6.217 0.51
H 3.314 -1.781 2.081 0.24
H 5.678 -1.098 1.884 0.35
H 1.060 3.865 4.225 0.47
H -0.488 3.261 2.169 0.16
C -3.151 4.502 2.891 -0.26
O -4.412 3.950 3.248 -0.32
C -4.468 2.724 3.847 0.18
S -6.027 2.208 4.171 -0.41
S -3.023 1.925 4.220 -0.25
H -3.374 5.504 2.528 0.33
H -2.671 3.921 2.100 -0.15
H -2.479 4.541 3.749 0.37
O -5.495 3.409 -5.682 -0.52
C -5.661 3.729 -4.367 0.51
O -6.725 4.155 -4.007 -0.59
C -4.492 3.524 -3.478 1.13
C -4.520 4.100 -2.208 -0.74
C -3.484 3.917 -1.316 -0.38
C -2.364 3.130 -1.640 -0.15
S -1.080 2.846 -0.504 -0.19
C -2.339 2.574 -2.934 -1.05
C -3.375 2.763 -3.828 -0.60
H -4.569 3.191 -5.842 0.33
H -5.386 4.687 -1.929 0.47
H -3.530 4.369 -0.334 0.46
H -1.472 1.992 -3.227 0.39
H -3.297 2.274 -4.796 0.15
N 3.935 -1.448 -4.028 0.18
C 5.191 -1.624 -4.564 0.72
C 5.656 -2.320 -5.675 -1.03
C 7.016 -2.275 -5.911 -0.42
C 7.883 -1.559 -5.069 -0.46
C 7.413 -0.870 -3.969 -0.81
C 6.043 -0.904 -3.712 0.47
N 5.319 -0.318 -2.692 -0.79
C 4.078 -0.659 -2.909 0.17
C 2.925 -0.312 -2.080 -0.46
C 1.570 -0.799 -2.499 -0.32
C 0.418 -0.317 -1.587 0.17
N 0.737 0.348 -0.354 0.50
C 1.929 0.657 -0.074 -0.66
C 3.076 0.383 -0.952 -0.63
H 3.071 -1.828 -4.371 0.17
H 4.989 -2.871 -6.326 0.39
H 7.425 -2.802 -6.763 0.38
H 8.942 -1.552 -5.293 0.38
H 8.075 -0.316 -3.317 0.43
H 1.386 -0.546 -3.547 1.05
H -0.340 0.303 -2.071 -1.07
H 2.107 1.136 0.887 0.42
H 4.058 0.725 -0.653 0.53
```

Energy above the lowest of the compared OMol25 structures with the same formula, charge and spin (kJ/mol): 317.64
Strongest force on any atom (eV/A): 0.70
Net charge: -1
Lowest unoccupied orbital energy (eV): 0.89
HOMO-LUMO gap (Eh): 0.1799